DFT (the ωB97M-V functional and the def2-TZVPD basis) results for C44H77BBeBrCl4F6N5O21S2 as an isolated structure.

The strongest force on any atom is 7.5 eV Å⁻¹. As for the total energy: -9425.20642 hartree. As for the total charge: +2. The value obtained for the frontier orbital gap is 1.7 eV. The calculation puts the highest occupied orbital energy at -10.831 eV.

```
162
Properties=species:S:1:pos:R:3:forces:R:3
C -1.08839 5.97837 2.31557 -0.746 -0.544 0.275
C -1.98388 4.64130 2.46716 -0.073 1.624 -0.038
O -1.12662 3.46559 2.54188 -0.353 0.006 -1.361
C -0.85010 2.99787 1.20326 0.508 0.395 -1.317
C 0.07734 1.64009 1.20560 -1.305 0.692 2.169
B 1.34549 2.25466 2.08619 0.698 0.579 0.156
O 2.15480 3.33895 1.48583 -2.309 -0.649 0.782
N 1.70869 1.84647 3.47719 1.148 0.930 -0.511
C 3.22297 1.84362 3.49796 0.515 -0.012 -0.557
C 1.25051 2.82187 4.52281 -1.516 0.086 -0.484
C -0.81039 0.58680 2.07848 1.198 0.220 0.976
O -2.22893 0.64646 1.79659 1.006 -0.692 -0.856
C -2.62736 -0.01138 0.58213 -2.320 -0.711 -1.031
C -3.77786 0.89318 -0.14755 -0.230 -1.061 0.030
C -4.03595 0.39946 -1.68159 0.220 1.680 0.599
C -3.40559 -1.43651 0.81441 0.231 -0.412 -0.058
C -2.64542 -2.68617 0.12887 -1.855 -1.009 0.676
O -2.30764 -2.46324 -1.27727 -0.945 0.483 1.000
C -0.28446 -0.91214 2.14090 -0.338 -0.723 1.764
C -1.21224 -1.64931 3.28523 -0.134 -0.521 -0.030
C 1.20160 -1.16886 2.68291 0.125 -0.961 -0.385
C 1.53425 -2.74855 2.43401 0.349 0.831 0.350
N 0.45099 1.16948 -0.14450 -3.204 0.614 -0.178
C -0.29257 1.69368 -1.30087 -0.940 0.536 -2.374
C -0.21457 0.78879 -2.69531 0.005 1.284 -0.263
C -0.53384 1.84600 -3.88499 -1.570 1.618 -2.431
C -2.00315 2.36580 -4.12087 2.648 1.164 -1.773
C -2.37728 3.39106 -5.24015 3.155 -1.588 1.257
C -1.27136 3.99290 -6.17025 1.618 -2.620 2.567
C 0.19331 3.51173 -5.98997 -3.540 -1.187 1.228
C 0.55435 2.43531 -4.87929 -2.748 1.451 -0.591
N 1.69436 0.70728 -0.31884 1.879 -0.835 -2.085
C 2.66616 1.56608 -0.99344 6.777 1.332 2.974
O 3.75453 1.75947 -0.37769 -4.673 -0.845 -3.109
F 2.58857 2.18695 -2.24807 -1.407 -1.411 2.869
C 1.86134 -0.72488 -0.54355 -1.432 -3.414 -2.058
O 1.04274 -1.53643 -0.99488 3.101 3.692 2.381
F 3.17797 -1.24950 -0.25139 -2.552 1.993 -0.372
H -1.82316 6.86429 2.38140 1.367 -1.223 -0.109
H -0.30829 6.03046 3.16093 -1.226 0.022 -1.324
H -0.58098 5.98592 1.29064 -0.621 0.108 1.453
H -2.64815 4.70659 3.40395 1.268 -0.352 -1.341
H -2.69954 4.62907 1.56340 1.095 -0.417 1.338
H -0.23961 3.79096 0.63083 -0.923 -0.980 0.685
H -1.83842 2.87441 0.65995 1.240 -0.160 0.637
H 1.63829 4.15445 1.72645 0.833 -0.769 -0.424
H 3.59948 1.43371 2.48303 -0.402 0.431 1.636
H 3.65374 2.91286 3.58329 -0.658 -1.700 0.147
H 3.60610 1.17380 4.34411 -0.560 0.997 -1.162
H 1.31740 3.89984 4.10801 0.229 -1.374 1.047
H 0.11609 2.63169 4.66632 1.937 0.391 0.195
H 1.85566 2.66452 5.47612 -0.951 0.345 -1.300
H -0.72103 0.99479 3.16270 -0.218 -0.660 -1.816
H -1.75776 -0.26292 -0.11449 -1.036 0.711 0.898
H -3.59603 2.01250 -0.06200 0.097 -1.531 -0.309
H -4.78241 0.69335 0.39698 1.756 0.493 -0.594
H -4.83811 -0.41034 -1.74110 1.351 0.989 -0.029
H -4.42673 1.32314 -2.24587 0.356 -1.603 0.719
H -3.03817 0.12261 -2.16594 -1.519 -0.008 0.594
H -3.62051 -1.62419 1.93731 0.623 0.280 -1.856
H -4.45851 -1.42919 0.32652 1.774 0.246 0.673
H -3.42819 -3.54479 0.11473 1.309 1.209 0.360
H -1.77139 -3.09396 0.74883 -0.947 0.983 -1.355
H -3.17682 -2.22708 -1.69055 1.176 -0.283 0.388
H -0.40046 -1.50221 1.17102 0.107 1.161 1.098
H -1.83468 -2.51233 2.82812 0.829 1.607 0.895
H -1.88295 -0.89220 3.83857 0.886 -1.237 -1.115
H -0.56759 -2.14521 4.10010 -0.794 0.819 -1.284
H 1.25352 -0.97730 3.81967 0.008 0.009 -1.955
H 2.03562 -0.58850 2.16609 -1.227 -0.429 0.656
H 2.68627 -2.85000 2.39859 -1.905 -0.117 -0.007
H 1.05969 -3.12928 1.44944 0.844 0.554 1.621
H 1.14012 -3.32194 3.33922 0.528 0.462 -1.438
H 0.05100 2.77715 -1.54238 -0.401 -1.716 0.180
H -1.44140 1.77647 -1.17012 2.055 -0.250 0.560
H -0.97596 -0.07415 -2.66628 1.078 1.442 -0.055
H 0.80333 0.32165 -2.88866 -1.481 0.783 0.360
H -2.82215 1.94854 -3.45021 1.197 0.708 -1.148
H -3.48945 3.65802 -5.32000 1.928 -0.334 -0.051
H -1.53897 4.76337 -6.96855 0.495 -1.177 1.393
H 0.98905 3.95425 -6.68366 -1.249 -0.947 1.275
H 1.67231 2.11444 -4.87321 -1.475 0.939 0.752
C 6.65936 -3.17795 -1.85523 -0.124 -0.090 0.123
C 6.30219 -1.93155 -1.04393 -0.223 0.068 -0.173
C 7.05115 -2.01943 0.28563 -0.574 -0.149 -0.160
S 8.52730 -2.98406 -0.03531 -0.975 -1.709 -0.312
O 8.43723 -4.21526 0.70521 0.517 0.734 -0.043
O 9.70427 -2.11679 0.03873 -0.218 1.434 0.171
C 8.17197 -3.32386 -1.74907 -0.053 -0.029 -0.470
H 6.33777 -3.09077 -2.89471 0.064 -0.019 0.109
H 6.16723 -4.05389 -1.42055 0.060 0.044 -0.090
H 6.62370 -1.03590 -1.59012 -0.018 -0.002 -0.008
H 5.22514 -1.84829 -0.88434 0.216 0.067 0.023
H 7.33637 -1.02661 0.65548 -0.161 0.078 0.444
H 6.46427 -2.54199 1.04336 0.236 0.079 0.091
H 8.52703 -4.31996 -2.01263 0.162 0.095 0.180
H 8.68440 -2.56974 -2.35210 0.032 -0.064 0.049
C -1.74846 -5.52747 2.02503 0.065 -0.104 0.201
O -2.67707 -4.88413 2.47894 0.302 -0.372 0.238
N -0.93851 -6.35935 2.74294 -0.317 0.352 -0.477
C 0.15089 -7.09647 2.13192 0.015 -0.033 0.406
C -1.17672 -6.50991 4.16169 -0.154 0.373 -0.324
H -1.48400 -5.48355 0.95634 0.099 -0.060 0.007
H -0.01648 -8.16545 2.27951 0.185 0.055 -0.189
H 1.09045 -6.80452 2.60897 0.067 -0.075 -0.166
H 0.21367 -6.88915 1.06292 -0.076 0.003 0.144
H -2.19161 -6.88755 4.31332 -0.030 0.212 0.074
H -1.09024 -5.53344 4.64524 -0.096 -0.154 0.188
H -0.45575 -7.20223 4.60061 0.093 0.113 -0.177
O -2.26868 -8.82209 5.78067 -0.154 -0.477 0.279
H -3.12878 -8.69243 6.24516 0.179 -0.008 -0.113
H -2.37255 -9.39057 4.98113 0.034 0.178 0.111
H -1.58072 -9.17891 6.38968 -0.167 0.073 -0.131
Br 2.65077 0.36792 -4.46196 0.295 -0.708 -0.717
C -8.15247 3.77382 3.98500 0.125 0.358 -0.081
C -7.63913 2.66330 3.08969 -0.343 -0.216 0.796
O -7.28211 3.17367 1.79476 0.988 0.442 -0.756
C -6.08237 3.78373 1.71171 -0.711 -0.858 1.788
O -5.32464 3.92111 2.63910 -0.170 0.168 -1.130
C -5.81015 4.23425 0.27935 0.045 0.865 -1.857
F -6.86691 4.86115 -0.27648 0.290 -0.353 0.603
F -5.51643 3.19146 -0.52919 -0.233 0.193 0.553
F -4.77312 5.09043 0.18918 -0.324 -0.476 0.523
H -8.97948 4.30270 3.50473 -0.023 -0.170 0.056
H -8.49525 3.37196 4.94046 0.017 -0.022 -0.106
H -7.37422 4.51461 4.18286 -0.011 -0.156 0.051
H -8.43061 1.92754 2.92952 0.138 0.156 -0.333
H -6.79530 2.13543 3.54335 0.062 0.218 -0.191
Be 8.78452 -0.13349 -0.26491 1.028 -0.475 -0.007
C 4.90585 2.35179 -7.68225 0.146 -0.087 -0.227
Cl 6.33890 2.12272 -6.65731 -0.278 0.053 -0.140
Cl 4.35462 0.77681 -8.29144 0.072 0.289 0.145
Cl 3.60880 3.10306 -6.72546 0.235 0.034 -0.125
Cl 5.31792 3.40571 -9.05044 -0.108 -0.214 0.323
C 5.40580 4.29604 1.97331 -0.364 0.223 -0.506
C 6.45886 4.29664 0.87593 -0.115 -0.527 0.020
O 7.42534 5.26150 1.28969 -0.255 0.255 0.741
S 7.50182 5.27272 2.91199 0.090 0.152 0.091
O 8.60599 4.45308 3.31588 -0.812 0.687 -0.107
O 7.32776 6.61926 3.36331 0.378 -1.057 -0.329
O 6.13111 4.44940 3.19386 0.832 0.063 -0.234
H 4.72865 5.14872 1.87045 0.005 -0.076 -0.059
H 4.82488 3.37447 1.98849 0.168 0.133 0.089
H 6.04480 4.55920 -0.09767 0.162 0.178 0.129
H 6.95870 3.32538 0.80826 -0.093 -0.018 -0.029
C -5.23245 0.59954 -7.98131 0.092 -0.836 -0.666
C -5.05331 2.08292 -7.93577 -0.518 0.529 -0.549
O -5.44467 2.41488 -6.61800 0.560 -0.529 0.195
C -5.15972 1.31435 -5.86746 -0.093 -0.413 1.356
O -5.10234 1.31301 -4.67020 -0.024 0.060 -1.042
O -4.94019 0.21730 -6.64382 -0.033 0.721 0.499
F -5.88883 2.70042 -8.80144 0.142 0.140 -0.006
H -6.25661 0.30563 -8.22745 0.029 0.268 -0.011
H -4.55112 0.11910 -8.68500 0.016 -0.042 0.252
H -4.02615 2.41772 -8.10966 -0.110 0.104 -0.071
C -1.16339 -9.75291 -1.51803 0.095 -0.036 -0.352
N -0.75821 -9.53731 -0.10409 0.296 -0.036 0.010
O 0.43725 -9.50015 0.13847 -0.740 -0.028 0.114
O -1.65725 -9.41235 0.71627 0.488 -0.045 -0.147
H -0.26756 -9.84594 -2.12940 -0.084 0.023 0.206
H -1.75270 -10.66852 -1.55496 -0.046 0.179 0.051
H -1.75307 -8.88998 -1.82616 -0.055 -0.158 0.103
```
Positions in Å, forces in eV/Å.